Record 1
ORCA calculation (wB97M-V/def2-TZVPD) on an isolated ion of composition C8H12N3 and charge +1 at a distorted geometry.

CARTESIAN COORDINATES (ANGSTROEM)
C  1.549  1.959  -3.105
C  0.819  1.423  -1.919
C  0.342  2.242  -0.934
C  -0.253  1.639  0.246
C  -0.126  0.196  0.446
N  -0.709  -0.130  1.554
N  -0.754  -1.361  2.092
C  -1.178  -1.253  3.471
N  -0.565  -2.506  1.454
C  0.564  -0.561  -0.545
C  1.010  0.061  -1.693
H  1.324  3.004  -3.224
H  2.554  1.848  -2.884
H  1.260  1.464  -4.017
H  0.302  3.378  -0.957
H  -0.871  2.197  0.986
H  -0.265  -0.852  4.027
H  -1.245  -2.387  3.877
H  -2.117  -0.682  3.558
H  -0.773  -3.253  1.993
H  -0.834  -2.498  0.406
H  0.948  -1.542  -0.372
H  1.399  -0.655  -2.404

Forces on atoms 1 to 3 (eV/Å):
C -2.422 0.819 -0.140
C 1.770 -0.043 -0.710
C -2.357 0.871 3.355

The calculation puts the HOMO energy (alpha / beta) at -12.51 / -12.52 eV. The charge is +1. As for the energy relative to the best compared isomer or geometry (same formula, charge and spin): 393.7 kJ/mol. The spin multiplicity is 1. The largest force on an atom is 6.83 eV/Å.

Mulliken atomic charge list, values in e, 2 entries: -1.499 0.974

Record 2
ORCA calculation (wB97M-V/def2-TZVPD) on a 2-piece molecular cluster, C8H12N3 overall at a distorted geometry.

CARTESIAN COORDINATES (ANGSTROEM)
C  0.513  3.187  2.272
C  -1.128  -1.424  1.567
C  -1.426  -0.187  1.102
C  0.176  -1.044  -0.243
C  0.578  0.884  -2.924
C  0.830  -2.995  1.031
C  -0.265  1.594  -1.966
C  -0.722  1.267  -0.724
N  0.143  2.089  2.161
N  -0.023  -1.849  0.829
N  -0.578  0.027  -0.035
H  -1.343  -1.930  2.492
H  -2.045  0.575  1.495
H  1.009  -1.193  -0.799
H  0.008  0.319  -3.614
H  0.513  4.239  2.628
H  1.171  0.163  -2.450
H  0.598  -3.876  0.353
H  1.846  -2.722  0.782
H  0.848  -3.434  2.057
H  -0.680  2.533  -2.400
H  1.053  1.682  -3.534
H  -1.077  2.097  -0.078

Forces on atoms 1 to 3 (eV/Å):
C -1.640 -0.723 0.959
C 1.818 0.865 -0.025
C 1.009 -1.458 -0.459

The calculation puts the HOMO energy (alpha / beta) at -9.30 / -13.48 eV. The charge is +1. As for the energy relative to the best compared isomer or geometry (same formula, charge and spin): 224.3 kJ/mol. The spin multiplicity is 3. The largest force on an atom is 6.96 eV/Å.

Mulliken atomic charge list, values in e, 2 entries: 0.034 -0.441

Record 3
ORCA calculation (wB97M-V/def2-TZVPD) on an isolated ion of composition C8H12N3OP2 and charge +1 at a distorted geometry.

CARTESIAN COORDINATES (ANGSTROEM)
C  -5.091  1.355  0.140
P  -3.765  0.745  0.913
C  -2.789  -0.044  -0.538
C  -2.389  -1.590  -0.286
O  -1.032  -1.468  0.065
C  -0.662  -0.177  -0.051
C  0.804  0.044  0.142
N  1.593  -1.024  0.196
P  3.408  -0.805  0.104
C  4.166  -2.195  0.689
C  3.583  0.920  0.383
C  2.531  1.823  -0.048
N  1.150  1.354  0.158
N  -1.556  0.674  -0.423
H  -5.857  2.058  0.743
H  -5.459  1.157  -0.843
H  -3.205  0.214  -1.457
H  -3.110  -1.837  0.557
H  -2.474  -2.300  -1.182
H  1.014  -1.818  0.111
H  3.567  -3.039  0.818
H  5.183  -2.236  0.491
H  4.515  1.131  -0.082
H  2.778  2.827  0.497
H  2.677  2.215  -1.114
H  0.422  2.016  0.019

Forces on atoms 1 to 3 (eV/Å):
C -1.883 1.612 2.111
P -0.317 0.110 -0.517
C 0.310 -1.074 1.652

The calculation puts the HOMO energy (alpha / beta) at -11.65 / -11.65 eV. The charge is +1. The spin multiplicity is 1. The largest force on an atom is 3.65 eV/Å.

Mulliken atomic charge list, values in e, 2 entries: -0.432 -0.016

Record 4
ORCA calculation (wB97M-V/def2-TZVPD) on an isolated ion of composition C8H12N3S and charge +1 at a distorted geometry.

CARTESIAN COORDINATES (ANGSTROEM)
C  -3.459  -0.952  -0.011
C  -2.129  -1.314  0.041
C  -2.424  0.896  -0.231
C  0.809  -0.555  -0.323
C  3.592  -0.041  0.343
C  2.777  1.214  0.657
C  -2.091  2.337  -0.410
C  1.011  -2.049  -0.190
N  -3.602  0.420  -0.083
N  -1.433  -0.080  -0.001
N  -0.195  0.211  -0.281
S  2.289  0.405  -0.880
H  -4.444  -1.531  0.014
H  -1.519  -2.154  0.405
H  3.482  -1.022  0.767
H  4.595  0.081  -0.071
H  2.128  1.180  1.520
H  3.183  2.171  0.447
H  -3.104  2.834  -0.511
H  -1.403  2.723  0.433
H  -1.345  2.306  -1.268
H  1.878  -2.195  0.405
H  1.179  -2.492  -1.167
H  0.226  -2.394  0.397

Forces on atoms 1 to 3 (eV/Å):
C -0.729 -1.426 0.596
C -0.158 -0.210 0.995
C 0.785 1.132 1.817

The calculation puts the HOMO energy at -12.04 eV. The charge is +1. As for the energy relative to the best compared isomer or geometry (same formula, charge and spin): 359.4 kJ/mol. The spin multiplicity is 1. The largest force on an atom is 2.33 eV/Å.

Mulliken atomic charge list, values in e, 2 entries: -0.279 -0.133

Record 5
ORCA calculation (wB97M-V/def2-TZVPD) on a 2-piece molecular cluster, C8H12N3S2 overall at a distorted geometry.

CARTESIAN COORDINATES (ANGSTROEM)
C  0.527  1.966  2.529
C  -0.095  0.734  2.027
C  1.848  1.900  2.672
C  0.716  -0.331  2.065
C  -0.374  0.603  -1.029
C  -0.152  -1.576  -1.513
C  0.540  -2.785  -1.944
C  -2.733  0.807  -1.979
N  0.535  -0.462  -1.052
N  -1.565  0.088  -1.415
N  -1.386  -1.245  -1.779
S  0.036  2.166  -0.705
S  2.387  0.215  2.343
H  -0.100  2.801  2.592
H  -1.158  0.693  2.075
H  2.587  2.544  3.069
H  0.063  -3.818  -1.974
H  1.498  -2.766  -1.366
H  0.874  -2.619  -3.024
H  -2.221  1.276  -2.867
H  -3.435  -0.022  -2.268
H  -3.148  1.557  -1.298
H  1.381  -0.355  -0.613
H  0.779  -1.306  1.720
H  2.598  -0.067  3.736

Forces on atoms 1 to 3 (eV/Å):
C 0.713 -1.118 -1.234
C 0.467 -0.149 1.902
C -0.363 -1.015 0.272

The calculation puts the HOMO energy (alpha / beta) at -11.18 / -11.18 eV. The charge is +1. As for the energy relative to the best compared isomer or geometry (same formula, charge and spin): 94.9 kJ/mol. The spin multiplicity is 1. The largest force on an atom is 4.19 eV/Å.

Mulliken atomic charge list, values in e, 2 entries: -0.380 -0.112

Record 6
ORCA calculation (wB97M-V/def2-TZVPD) on a 2-piece molecular cluster, C8H12N4 overall at a distorted geometry.

CARTESIAN COORDINATES (ANGSTROEM)
C  -2.562  0.199  -3.029
C  -1.238  -0.268  -2.503
C  0.103  -0.058  -3.017
N  0.969  -0.834  -2.369
C  0.179  -1.405  -1.391
N  -1.197  -1.158  -1.410
H  -3.137  0.654  -2.148
H  -3.111  -0.534  -3.712
H  -2.182  1.078  -3.718
H  0.440  0.597  -3.873
H  1.969  -0.838  -2.228
H  0.530  -1.914  -0.353
C  -0.979  1.238  2.267
C  0.428  0.660  2.396
C  0.809  -0.659  2.284
N  2.203  -0.734  2.541
C  2.599  0.612  2.779
N  1.634  1.473  2.662
H  -1.012  2.299  2.115
H  -1.577  1.085  3.301
H  -1.555  0.605  1.546
H  0.288  -1.570  2.339
H  2.753  -1.511  2.824
H  3.645  0.982  2.696

Forces on atoms 1 to 3 (eV/Å):
C 1.043 2.339 -1.174
C 2.082 -1.341 -0.045
C -3.203 2.342 -2.588

The calculation puts the HOMO energy at -8.15 eV. The charge is 0. As for the energy relative to the best compared isomer or geometry (same formula, charge and spin): 266.4 kJ/mol. The spin multiplicity is 1. The largest force on an atom is 5.68 eV/Å.

Mulliken atomic charge list, values in e, 2 entries: -0.723 0.594